Record 1
DFT (ωB97M-V/def2-TZVPD) results for a cluster of 2 separate species, CH9N5 in total at a distorted geometry.

XYZ file:
```
15
Properties=species:S:1:pos:R:3:forces:R:3:mulliken_charge:R:1
C 2.56929 8.50265 0.87922 -0.1 -0.1 -0.1 -0.08
N 3.49143 8.60233 1.75629 0.0 0.8 -0.5 0.24
N -3.12167 -9.81924 -1.35701 0.9 0.0 1.0 -0.40
N -4.37547 -8.29009 -2.33973 0.4 0.7 0.6 -0.53
N 3.85335 7.68829 2.64391 0.2 -0.9 0.9 -0.48
N -3.98994 -9.44593 -2.24917 -0.7 -0.7 -1.0 0.75
H 2.01180 7.58448 0.76302 0.1 -0.1 0.1 0.23
H 2.32745 9.34302 0.24958 0.2 0.2 0.1 0.27
H 3.99415 9.49408 1.84799 -0.2 -0.3 -0.1 0.30
H -2.81708 -10.78172 -1.27665 -0.3 0.1 -0.3 0.29
H -2.75685 -9.12025 -0.71095 -0.3 0.0 -0.3 0.30
H -5.05712 -8.08350 -3.06641 -0.1 -0.6 -0.3 0.32
H 4.72547 7.79889 3.14229 -0.1 0.2 -0.3 0.27
H 3.45170 6.76143 2.58165 0.0 0.2 -0.2 0.25
H -4.30651 -10.23443 -2.86402 0.1 0.6 0.3 0.27
```
Forces are in eV/Å.

The lowest unoccupied orbital energy is -6.57 eV. Its highest occupied orbital energy is -0.604 Eh. Its spin multiplicity is 1. Its total charge is +2. The value obtained for the orbital gap is 9.86 eV.



Record 2
DFT (ωB97M-V/def2-TZVPD) results for a cluster of 3 separate species, CH9NO2 in total at a distorted geometry.

XYZ file:
```
13
Properties=species:S:1:pos:R:3:forces:R:3:mulliken_charge:R:1
C -1.44249 -0.50178 -1.30806 0.8 1.5 -1.6 -0.58
N -1.78586 0.25769 -0.13470 -0.4 2.6 -1.2 -0.47
H -2.08977 -1.37078 -1.32004 -0.3 -0.1 -0.6 0.23
H -0.40219 -0.89870 -1.30886 -0.4 0.3 -0.1 0.22
H -1.54690 0.21389 -2.27941 0.0 -2.0 2.2 0.24
H -1.50945 1.27201 -0.13024 -0.2 -2.0 0.2 0.19
H -1.68979 -0.21696 0.71791 0.4 -0.3 1.1 0.18
H 2.85849 2.53584 -0.20191 2.4 3.1 1.6 0.34
H 2.84861 3.52888 0.96501 -1.2 0.7 1.8 0.31
O 3.42411 3.34011 0.26296 -1.2 -3.8 -3.4 -0.65
H 1.14333 -2.78451 1.94193 2.2 -2.0 1.5 0.29
H -0.24429 -2.95663 1.28300 -2.5 -2.9 -0.7 0.30
O 0.43619 -2.41906 1.51243 0.3 4.9 -0.9 -0.59
```
Forces are in eV/Å.

The lowest unoccupied orbital energy is 0.55 eV. Its highest occupied orbital energy is -0.321 Eh. Its spin multiplicity is 1. The value obtained for the orbital gap is 9.28 eV. As for the SMILES: CN.O.O.



Record 3
DFT (ωB97M-V/def2-TZVPD) results for a cluster of 3 separate species, CH9NO2 in total at a distorted geometry.

XYZ file:
```
13
Properties=species:S:1:pos:R:3:forces:R:3:mulliken_charge:R:1
C 0.93887 -2.18466 -0.15170 2.3 -1.8 -2.4 -0.64
N 2.23310 -1.46434 -0.04261 -0.3 0.0 0.2 -0.40
H 0.53828 -2.11747 -1.21382 -0.2 0.8 1.4 0.19
H 0.27803 -1.99863 0.65392 -0.7 0.7 0.4 0.29
H 1.08922 -3.31260 -0.16645 0.2 1.0 0.6 0.25
H 2.46891 -0.79509 0.70432 -0.6 -1.0 -0.9 0.17
H 2.98451 -1.72678 -0.67991 -0.6 0.2 0.6 0.14
H -2.65134 2.91005 -1.53745 -1.0 -0.5 0.8 0.33
H -3.58037 2.06432 -0.61801 -0.3 -4.8 1.9 0.29
O -3.46686 2.85801 -0.98983 1.3 5.3 -2.7 -0.62
H 0.32342 2.13683 1.95728 -2.0 -1.6 -3.5 0.34
H -1.07026 1.92850 1.03159 2.1 -0.2 0.4 0.32
O -0.08551 1.70184 1.05267 -0.2 1.9 3.1 -0.66
```
Forces are in eV/Å.

The lowest unoccupied orbital energy is 0.51 eV. Its highest occupied orbital energy is -0.305 Eh. Its spin multiplicity is 1. The value obtained for the orbital gap is 8.81 eV. As for the SMILES: CN.O.O.



Record 4
DFT (ωB97M-V/def2-TZVPD) results for a cluster of 4 separate species, CH9NO3 in total at a distorted geometry.

XYZ file:
```
14
Properties=species:S:1:pos:R:3:forces:R:3:mulliken_charge:R:1
C -2.46985 -0.20261 1.49968 -0.9 0.3 0.9 -0.19
N -2.15553 0.74538 0.71776 0.2 0.3 1.5 -0.52
H -1.79473 -0.65074 2.22536 0.7 -0.7 -0.9 0.17
H -3.50811 -0.49541 1.69029 -0.1 0.3 0.1 0.25
H -2.99708 1.32408 0.64831 0.0 -0.4 -1.5 0.26
H 1.26386 -1.28653 -2.63315 -0.2 -0.3 0.1 0.32
H 2.61042 -1.31969 -2.06922 0.1 -0.3 0.2 0.31
O 1.87203 -1.92216 -2.23039 0.1 0.7 -0.2 -0.64
H 0.79014 -0.16801 1.97285 -0.1 0.1 0.0 0.29
H -0.10288 0.05287 0.71959 0.1 0.2 0.2 0.42
O 0.79010 -0.18418 1.01286 0.1 0.0 -0.3 -0.66
H 2.21740 0.88234 -0.63921 -0.4 0.1 0.1 0.33
H 1.35411 1.89319 -1.42593 0.0 -0.1 0.2 0.30
O 2.13011 1.33148 -1.48879 0.3 -0.1 -0.2 -0.65
```
Forces are in eV/Å.

The lowest unoccupied orbital energy is 0.57 eV. Its highest occupied orbital energy is -0.395 Eh. Its spin multiplicity is 1. The value obtained for the orbital gap is 11.33 eV. As for the SMILES: C=N.O.O.O.



Record 5
DFT (ωB97M-V/def2-TZVPD) results for a cluster of 4 separate species, CH9NO3 in total.

XYZ file:
```
14
Properties=species:S:1:pos:R:3:forces:R:3:mulliken_charge:R:1
C -0.57090 2.30051 1.81329 -0.4 0.0 0.4 -0.28
N 0.21125 1.48549 1.26463 0.4 -0.2 -0.5 -0.47
H -0.38919 3.36810 1.74545 0.1 0.1 -0.1 0.24
H -1.44308 1.99726 2.40041 0.0 0.0 0.0 0.22
H -0.07784 0.51824 1.40633 -0.2 -0.1 0.1 0.29
H -0.21311 -2.06880 0.14577 -0.5 -0.2 0.0 0.37
H -1.71385 -2.12574 0.47257 0.1 0.0 -0.1 0.30
O -0.85005 -2.01373 0.88006 0.3 0.2 0.1 -0.64
H 0.76189 1.17874 -1.58473 0.0 -0.1 -0.1 0.33
H 1.64086 0.45987 -0.61771 0.1 0.1 -0.1 0.35
O 1.42191 0.47466 -1.56099 0.0 0.1 0.4 -0.72
H 0.76258 -1.18349 -1.82201 -0.1 0.1 -0.5 0.40
H 0.23103 -2.39410 -2.71229 0.2 0.3 0.4 0.30
O 0.22849 -1.99701 -1.83078 -0.2 -0.4 0.1 -0.69
```
Forces are in eV/Å.

The lowest unoccupied orbital energy is 0.88 eV. Its highest occupied orbital energy is -0.383 Eh. Its spin multiplicity is 1. The value obtained for the orbital gap is 11.31 eV. As for the SMILES: C=N.O.O.O.



Record 6
DFT (ωB97M-V/def2-TZVPD) results for a cluster of 4 separate species, CH9NO3 in total at a distorted geometry.

XYZ file:
```
14
Properties=species:S:1:pos:R:3:forces:R:3:mulliken_charge:R:1
C -1.48189 2.35967 1.52229 0.6 0.2 0.6 -0.24
N -1.27249 1.44335 2.36517 -0.2 -1.1 -0.8 -0.46
H -0.68877 2.57426 0.80562 0.0 0.3 0.1 0.24
H -2.34614 3.01231 1.56574 -0.4 -0.1 -0.5 0.24
H -2.12783 1.16940 2.84843 0.1 0.6 0.6 0.23
H 3.14530 -3.60136 -1.99858 -0.2 -0.2 0.0 0.32
H 2.97362 -2.46021 -2.93091 -0.3 0.1 -0.2 0.32
O 2.50932 -3.25307 -2.63507 0.6 0.2 0.1 -0.64
H -1.80692 -1.63747 1.22776 0.1 0.2 0.2 0.30
H -0.53075 -0.77374 1.49654 -0.5 -0.1 0.0 0.35
O -0.88721 -1.51302 0.98258 0.4 0.0 -0.2 -0.66
H 0.25039 1.28769 -2.05739 0.0 0.0 -0.3 0.30
H 1.13469 0.50127 -1.15435 0.2 -0.2 -0.1 0.32
O 1.12866 0.89093 -2.03784 -0.3 0.1 0.4 -0.63
```
Forces are in eV/Å.

The lowest unoccupied orbital energy is 0.66 eV. Its highest occupied orbital energy is -0.392 Eh. Its spin multiplicity is 1. The value obtained for the orbital gap is 11.31 eV. As for the SMILES: C=N.O.O.O.



Record 7
DFT (ωB97M-V/def2-TZVPD) results for a cluster of 4 separate species, CH9NO4 in total at a distorted geometry.

XYZ file:
```
15
Properties=species:S:1:pos:R:3:forces:R:3:mulliken_charge:R:1
C 0.24122 -2.38812 0.52662 1.0 0.3 -0.6 0.11
N 0.57039 -2.24871 -0.76507 -2.9 2.5 0.6 -0.29
O -0.36308 -1.58612 1.19104 -1.0 0.4 0.6 -0.65
H 0.68559 -3.28382 0.93109 0.1 -0.7 0.6 0.32
H 1.23194 -2.86916 -1.07862 1.4 -1.3 -1.6 0.20
H 0.06108 -1.50327 -1.29744 1.2 -0.9 0.3 0.25
H -0.13438 1.20794 2.97260 -0.4 -0.2 0.7 0.30
H -0.12843 0.12328 1.78830 0.2 1.1 0.8 0.45
O 0.12931 1.04806 2.07940 0.1 -1.1 -1.6 -0.72
H -0.02898 1.43589 -1.78808 0.5 0.3 0.5 0.38
H -1.42264 1.32872 -2.25689 -0.1 -0.3 -0.1 0.29
O -0.59187 0.83923 -2.28442 -0.5 -0.3 -0.3 -0.65
H -0.56668 3.22961 -0.20498 0.7 -0.4 -0.1 0.31
H 0.09564 2.01353 0.46222 0.2 0.4 -0.1 0.41
O 0.22088 2.65292 -0.27575 -0.8 0.1 0.3 -0.70
```
Forces are in eV/Å.

The lowest unoccupied orbital energy is 0.80 eV. Its highest occupied orbital energy is -0.390 Eh. Its spin multiplicity is 1. The value obtained for the orbital gap is 11.42 eV. As for the SMILES: NC=O.O.O.O.



Record 8
DFT (ωB97M-V/def2-TZVPD) results for a cluster of 4 separate species, CH9NO5 in total at a distorted geometry.

XYZ file:
```
16
Properties=species:S:1:pos:R:3:forces:R:3:mulliken_charge:R:1
N -2.13713 -1.19450 -0.96705 0.6 0.8 0.3 -0.42
C -0.93145 -1.03394 -0.30931 -0.4 -1.1 0.3 0.53
O -1.02006 -0.30492 0.82911 -0.2 0.9 -0.7 -0.45
O 0.07010 -1.59490 -0.64230 0.6 -0.2 -0.2 -0.50
H -2.81173 -0.49532 -0.73172 -0.6 -0.3 0.2 0.22
H -2.41125 -2.14886 -1.05976 -0.3 -0.2 -0.4 0.24
H -0.19759 0.21409 0.84548 0.5 -0.1 0.4 0.43
H 2.12813 1.66460 0.17690 0.3 -0.1 -0.2 0.28
H 0.78382 2.13440 0.77889 0.4 -0.6 -0.1 0.31
O 1.27637 1.34483 0.46659 -1.0 0.7 0.4 -0.64
H 2.65810 -2.14774 -1.50487 -0.7 -0.5 0.4 0.31
H 3.54997 -1.51815 -2.51238 0.5 -0.1 -1.0 0.30
O 3.16550 -1.36423 -1.66612 0.2 0.7 0.6 -0.60
H -1.62917 2.83915 1.81122 0.0 -0.2 0.1 0.32
H -1.47659 1.38938 2.26295 -0.5 -0.8 0.0 0.31
O -1.01702 2.21612 2.22235 0.4 1.1 -0.1 -0.63
```
Forces are in eV/Å.

The lowest unoccupied orbital energy is 0.49 eV. Its highest occupied orbital energy is -0.373 Eh. Its spin multiplicity is 1. The value obtained for the orbital gap is 10.65 eV. As for the SMILES: NC(=O)O.O.O.O.



Record 9
DFT (ωB97M-V/def2-TZVPD) results for a cluster of 4 separate species, CH9O3S in total at a distorted geometry.

XYZ file:
```
14
Properties=species:S:1:pos:R:3:forces:R:3:mulliken_charge:R:1
C -1.46548 -0.55344 2.00445 0.6 0.2 0.6 -0.68
S -1.42246 -0.06033 0.28277 -0.3 0.0 -0.9 -0.70
H -2.41465 -0.98097 2.33005 -0.1 -0.1 -0.1 0.22
H -1.26862 0.32708 2.62748 -0.1 -0.1 0.1 0.19
H -0.65879 -1.25977 2.22119 -0.1 -0.1 0.1 0.21
H -0.17944 -1.45417 -1.24134 0.0 0.2 0.2 0.25
H 0.03179 -2.89068 -1.62789 -0.3 -0.9 0.1 0.26
O 0.36018 -2.02798 -1.82686 0.2 0.8 -0.2 -0.62
H -0.09951 1.64259 0.33336 0.0 -0.4 -0.2 0.23
H 0.19879 3.03937 0.85895 0.3 -0.3 -0.5 0.26
O 0.55108 2.37885 0.23362 -0.2 0.8 0.6 -0.61
H 1.79881 1.28015 -1.86898 -0.7 0.7 0.5 0.31
H 2.05989 -0.11744 -2.29483 -0.3 -0.8 -0.1 0.32
O 2.50841 0.67674 -2.03198 1.0 0.0 -0.3 -0.65
```
Forces are in eV/Å.

The lowest unoccupied orbital energy is 3.97 eV. Its highest occupied orbital energy is -0.118 Eh. Its spin multiplicity is 1. Its total charge is -1. The value obtained for the orbital gap is 7.17 eV.



Record 10
DFT (ωB97M-V/def2-TZVPD) results for a cluster of 4 separate species, CH9O3S in total.

XYZ file:
```
14
Properties=species:S:1:pos:R:3:forces:R:3:mulliken_charge:R:1
C 0.10682 0.47881 2.27720 0.3 0.1 0.5 -0.78
S 0.00805 1.55291 0.81913 -0.1 0.0 -0.2 -0.76
H -0.82998 0.07534 2.65170 -0.5 -0.1 -0.3 0.23
H 0.77432 -0.36928 2.11079 0.0 0.0 0.1 0.19
H 0.48355 1.05242 3.12964 0.2 -0.1 0.0 0.22
H 2.14031 0.29595 -0.66097 -0.1 0.2 0.0 0.30
H 0.81980 0.31785 -1.32434 0.1 0.3 0.2 0.29
O 1.75316 0.13747 -1.53218 0.2 -0.1 -0.1 -0.68
H -2.34478 0.32974 0.61548 0.4 0.5 -0.3 0.29
H -2.59502 1.23571 -0.59441 0.4 -0.1 0.4 0.32
O -2.97210 0.50418 -0.09640 -0.9 -0.4 -0.2 -0.65
H 0.14822 -1.91416 -2.20203 0.0 0.1 0.1 0.30
H 1.57479 -1.49721 -2.51946 -0.1 0.3 0.4 0.40
O 0.93286 -2.19973 -2.67414 -0.1 -0.7 -0.5 -0.68
```
Forces are in eV/Å.

The lowest unoccupied orbital energy is 4.02 eV. Its highest occupied orbital energy is -0.117 Eh. Its spin multiplicity is 1. Its total charge is -1. The value obtained for the orbital gap is 7.21 eV.



Record 11
DFT (ωB97M-V/def2-TZVPD) results for a cluster of 4 separate species, CH9O4 in total at a distorted geometry.

XYZ file:
```
14
Properties=species:S:1:pos:R:3:forces:R:3:mulliken_charge:R:1
C 1.81333 -1.51080 0.38573 -0.1 0.2 -0.6 -0.54
O 1.44006 -0.18637 0.49134 0.9 -0.7 -0.6 -0.49
H 0.96433 -2.19276 0.57090 -0.2 0.3 0.4 0.30
H 2.00759 -1.76272 -0.66731 0.4 0.1 0.1 0.29
H 2.61246 -1.72298 1.08735 0.2 -0.3 0.0 0.26
H -2.48993 0.48811 -0.11057 -0.3 0.2 0.4 0.34
H -3.01352 0.86883 -1.43486 -0.2 0.1 -0.6 0.32
O -3.16189 1.06443 -0.51168 0.6 -0.4 0.3 -0.65
H 0.65354 0.73663 -0.97198 0.0 0.0 0.0 0.41
H -0.31709 1.76199 -1.56579 -0.1 0.2 0.0 0.31
O 0.35191 1.11945 -1.80622 0.0 -0.1 -0.1 -0.64
H 0.22613 -0.17081 1.35773 -0.6 0.9 0.5 0.43
H -0.52913 1.21661 1.45302 0.3 -0.2 0.0 0.29
O -0.55781 0.29039 1.72235 -1.0 -0.3 0.3 -0.65
```
Forces are in eV/Å.

The lowest unoccupied orbital energy (alpha / beta) is 0.53 / -3.13 eV. Its highest occupied orbital energy (alpha / beta) is -0.417 / -0.417 Eh. Its spin multiplicity is 2. The value obtained for the orbital gap (alpha / beta) is 11.87 / 8.21 eV.



Record 12
DFT (ωB97M-V/def2-TZVPD) results for a structure of composition CHAg2Cl3F3 at a distorted geometry.

XYZ file:
```
10
Properties=species:S:1:pos:R:3:forces:R:3:mulliken_charge:R:1
Ag 0.03788 -0.97199 -2.61971 0.9 1.2 -0.2 1.11
Ag 2.48518 0.49404 -1.15234 -1.4 -1.0 -0.2 1.11
F 0.23010 0.80983 -1.36014 0.7 -0.6 -0.2 -0.50
F 1.82615 -0.08669 -3.42537 -0.9 -0.5 0.5 -0.37
F 1.66876 -1.50464 -1.04265 0.6 0.9 0.2 -0.35
C -1.19566 0.28913 1.83590 -0.1 0.1 -0.2 0.36
Cl -2.15762 1.63710 2.40347 -0.1 0.1 0.0 -0.10
Cl -2.20571 -1.08172 1.36722 -0.1 -0.1 -0.2 -0.13
Cl -0.02755 -0.20416 3.03844 0.3 -0.1 0.2 -0.11
H -0.66154 0.61910 0.95519 0.0 0.0 -0.1 -0.02
```
Forces are in eV/Å.

The lowest unoccupied orbital energy (alpha / beta) is -6.30 / -10.00 eV. Its highest occupied orbital energy (alpha / beta) is -0.501 / -0.501 Eh. Its spin multiplicity is 3. Its total charge is +1. The value obtained for the orbital gap (alpha / beta) is 7.33 / 3.63 eV.



Taking the records one at a time from the top gives energy above the lowest of the compared OMol25 structures with the same formula, charge and spin values of 296.93, 120.02, 128.25, 122.13, 43.74, 113.07, 49.89, 66.95, 40.48, 51.60, 0.00, 0.00 kJ/mol.
Taking the records one at a time from the top gives E values of -316.578470, -248.669498, -248.666365, -323.921070, -323.950930, -323.924522, -399.232542, -474.479625, -667.454230, -667.449997, -344.345698, -2012.297622 a.u..